Arrangement a

The following is a DFT calculation (ωB97M-V with the def2-TZVPD basis set) of C3H6N4O in the gas phase.

XYZ file:
```
14
C3H6N4O (ωB97M-V with the def2-TZVPD basis set)
H -0.56494 2.68220 1.26816
N -0.70979 2.53630 0.21990
C -0.71414 1.29942 -0.05386
N -0.93936 0.83569 -1.27973
N -0.42952 0.38399 0.92667
C 0.47648 -0.47535 0.50059
N 0.97080 -0.72331 -0.74255
C 0.83177 -1.65960 1.44947
O 1.26103 -2.70055 0.93517
H -1.21635 -0.31811 -1.47834
H -1.51326 1.45113 -1.92715
H 0.69103 0.11646 -1.32433
H 1.35088 -1.74330 -1.04976
H 0.50537 -1.68496 2.55576
```

Computed properties:
SMILES string: [H]/N=C(N)\N=C(/N)C=O
gap between HOMO and LUMO: 8.93 eV
HOMO level: -9.18 eV

Arrangement b

The following is a DFT calculation (ωB97M-V with the def2-TZVPD basis set) of C3H6N4O in the gas phase.

XYZ file:
```
14
C3H6N4O (ωB97M-V with the def2-TZVPD basis set)
H -2.55017 0.37616 -0.72691
N -1.56221 0.56109 -0.54958
C -0.91897 -0.53080 -0.63908
N 0.48212 -0.52340 -0.37876
N 1.24710 -1.62344 -0.83281
C 1.21350 0.48011 0.19861
N 0.89434 1.47072 0.90097
C -0.35554 1.67875 1.51405
O -0.74992 1.02552 2.41795
H -1.24141 -1.55780 -0.85033
H 1.11186 -2.43581 -0.21672
H 1.01738 -1.88553 -1.78595
H 2.24706 0.36384 -0.18710
H -0.83515 2.60059 1.13566
```

Computed properties:
SMILES string: [H]/N=C/N(N)/C=N\C=O
gap between HOMO and LUMO: 10.02 eV
HOMO level: -9.46 eV

Arrangement c

The following is a DFT calculation (ωB97M-V with the def2-TZVPD basis set) of C3H6N4O in the gas phase.

XYZ file:
```
14
C3H6N4O (ωB97M-V with the def2-TZVPD basis set)
C 1.84755 -0.37926 -0.23062
N 0.61456 -1.03430 -0.01389
C -0.46333 -0.56881 -0.12952
C -1.88097 -1.19677 0.02537
N -2.72975 -0.31883 -0.06244
O -2.12129 0.81276 -0.32856
N -0.74954 0.66204 -0.32387
N -0.00935 1.80640 0.17403
H 2.79792 -1.09701 -0.12737
H 2.04754 0.45857 0.52508
H 1.74197 0.12085 -1.10632
H -1.88545 -2.28888 0.54198
H -0.29583 1.28482 1.27287
H 1.08596 1.73840 -0.21675
```

Computed properties:
SMILES string: C/N=c1/cnon1N
gap between HOMO and LUMO: 9.04 eV
HOMO level: -8.67 eV

Arrangement d

The following is a DFT calculation (ωB97M-V with the def2-TZVPD basis set) of C3H6N4O in the gas phase.

XYZ file:
```
14
C3H6N4O (ωB97M-V with the def2-TZVPD basis set)
H -1.37395 -1.67601 0.35725
N -0.53037 -1.52918 0.77579
C 0.08655 -0.53921 0.30685
C -0.25182 0.46869 -0.75562
C -1.31690 0.51919 -1.71260
N 0.71771 1.33264 -0.79857
O 1.74568 1.12602 -0.06867
N 1.34897 -0.29102 0.71928
N 1.63452 -0.07452 2.01117
H -1.65480 -0.48622 -2.03212
H -2.24868 0.76146 -1.17105
H -1.24884 1.24603 -2.59909
H 0.77217 -0.10518 2.58452
H 2.31974 -0.75269 2.38284
```

Computed properties:
SMILES string: [H]/N=c1\c(C)non1N
gap between HOMO and LUMO: 9.84 eV
HOMO level: -9.12 eV

Name the most stable of them. arrangement b.

Arrangement a

The following is a DFT calculation (ωB97M-V with the def2-TZVPD basis set) of C3H6N4O in the gas phase.

XYZ file:
```
14
C3H6N4O (ωB97M-V with the def2-TZVPD basis set)
H -1.37787 2.68456 -0.37785
N -0.98268 1.60144 -0.06759
C -1.83124 0.56021 -0.20891
N -1.44415 -0.32489 0.81670
O -1.20940 -1.67242 0.34751
C 0.08951 -1.94166 -0.17394
N 1.08023 -1.16661 -0.18066
N 1.24597 -0.02812 0.65942
C 2.18503 0.66695 0.13793
H -2.79257 0.30303 -0.82380
H -0.35977 0.14880 0.96736
H -0.03321 -2.82290 -0.88985
H 2.84016 0.42931 -0.75884
H 2.59000 1.56230 0.55252
```

Computed properties:
SMILES string: [H]/N=C/NO/C=N\N=C
gap between HOMO and LUMO: 9.64 eV
HOMO level: -9.24 eV

Arrangement b

The following is a DFT calculation (ωB97M-V with the def2-TZVPD basis set) of C3H6N4O in the gas phase.

XYZ file:
```
14
C3H6N4O (ωB97M-V with the def2-TZVPD basis set)
H 1.06220 1.83048 1.30872
N 1.69892 1.04305 1.42827
C 1.29329 -0.01457 0.86156
C 0.69127 -0.22746 -0.69741
N 1.15464 -0.52575 -1.83089
H 2.17069 -0.62953 -1.83158
C -0.73776 -0.27390 -0.37511
N -1.59431 -1.12627 -0.97449
N -0.93887 0.15943 0.83381
O -1.14886 1.53607 1.01166
H 1.90108 -0.89897 1.06204
H -1.31210 -1.46081 -1.88245
H -2.56929 -1.03467 -0.73429
H -1.67090 1.62291 1.82017
```

Computed properties:
SMILES string: [H]\N=C/C(=N\[H])C(/N)=N\O
gap between HOMO and LUMO (alpha / beta): 7.04 / 7.04 eV
HOMO level (alpha / beta): -7.80 / -7.80 eV

Arrangement c

The following is a DFT calculation (ωB97M-V with the def2-TZVPD basis set) of C3H6N4O in the gas phase.

XYZ file:
```
14
C3H6N4O (ωB97M-V with the def2-TZVPD basis set)
H -0.64885 1.35358 2.13794
N -0.24549 1.11958 1.23103
C -0.63839 -0.04660 0.84801
N -1.52259 -0.76002 1.59843
N -0.48097 -0.59250 -0.41337
C 0.52817 -0.32656 -1.27678
O 0.60917 -1.00884 -2.45720
C 1.39035 0.63076 -1.00263
N 2.01166 1.63644 -0.98632
H -1.40382 -1.76496 1.56031
H -1.63834 -0.43830 2.55099
H -1.10148 -1.32325 -0.72807
H 1.32577 -0.59011 -2.97216
H 1.81481 2.11078 -0.09016
```

Computed properties:
SMILES string: [H]/N=C(\N)NC(O)=C=N
gap between HOMO and LUMO (alpha / beta): 6.63 / 6.67 eV
HOMO level (alpha / beta): -6.22 / -6.22 eV

Name the most stable of them. arrangement c.

Arrangement a

The following is a DFT calculation (ωB97M-V with the def2-TZVPD basis set) of a molecular structure, C5H8NO2.

XYZ file:
```
16
C5H8NO2 (ωB97M-V with the def2-TZVPD basis set)
C -1.88128 -0.22642 -0.42592
C -1.51959 0.44142 0.63003
C -0.12651 0.73539 2.05353
C 0.85823 0.27428 -0.31103
C 0.35678 -0.41931 -1.58913
N 0.01890 -0.07749 0.83082
O -1.49753 1.16878 1.78101
O 0.86770 -1.59527 -1.87622
H -0.25568 0.25104 2.99315
H 0.48897 1.64485 2.06643
H 0.84856 1.34480 -0.48682
H 1.88260 -0.19702 -0.18611
H -0.98175 -0.60533 -1.26528
H -0.10562 0.23081 -2.30157
H 0.15724 -1.06279 0.88122
H 0.88898 -1.90775 -2.79412
```

Computed properties:
gap between HOMO and LUMO (alpha / beta): 7.99 / 7.38 eV
HOMO level (alpha / beta): -13.34 / -12.77 eV
net charge: +1

Arrangement b

The following is a DFT calculation (ωB97M-V with the def2-TZVPD basis set) of 2 unconnected molecules or ions with the total composition C5H8NO2.

XYZ file:
```
16
C5H8NO2 (ωB97M-V with the def2-TZVPD basis set)
C -1.67978 1.57344 -2.14259
C -0.27283 -1.41690 -0.18245
C 1.68318 -0.44627 -0.09027
C 0.78948 -1.50064 0.73871
C 0.38271 -0.18070 0.36870
N -0.23207 0.85612 1.24366
O -1.60821 1.51517 -0.97999
O -1.83772 1.75796 -3.23329
H -0.05866 -1.76162 -1.21809
H -1.35481 -1.49081 0.02730
H 2.60656 -0.07380 0.40066
H 1.75067 -0.52969 -1.22652
H 0.95666 -1.91386 1.75206
H -0.85223 1.56504 0.83378
H 0.57283 1.40586 1.58717
H -0.84578 0.64071 2.12115
```

Computed properties:
gap between HOMO and LUMO: 10.72 eV
HOMO level: -14.43 eV
net charge: +1

Name the most stable of them. arrangement b.

Arrangement a

The following is a DFT calculation (ωB97M-V with the def2-TZVPD basis set) of a molecular structure, C17H26FNPS.

XYZ file:
```
47
C17H26FNPS (ωB97M-V with the def2-TZVPD basis set)
C 1.94859 -2.53749 -0.07186
C 0.48915 -2.11039 -0.19548
C -0.42872 -2.99503 -1.07567
C -0.03887 -1.04223 0.39029
C 0.71909 -0.14058 1.38121
C 1.60941 0.87478 0.55180
C 0.83674 2.20501 0.29302
C 0.06986 2.21650 -1.08003
C 1.68943 3.51791 0.44434
C 3.21760 3.37952 0.15993
P 3.64209 2.64253 -1.45033
N 5.19316 1.92019 -1.29326
C 5.63287 1.61006 -2.38838
S 6.12974 1.60034 -3.86417
H 2.08450 -3.60814 0.14798
H 2.50905 -2.28460 -0.99557
H 2.43816 -1.95116 0.72977
H -1.21058 -3.42900 -0.43356
H -0.90386 -2.33053 -1.82424
H 0.13971 -3.75771 -1.63100
H -1.07735 -0.81465 0.10217
H 0.01096 0.41121 2.01730
H 1.35177 -0.81501 1.98289
H 1.78087 0.36885 -0.41857
H 2.54779 0.98751 1.12371
H 0.03857 2.27053 1.05661
H -0.28845 3.24626 -1.24072
H 0.70677 1.88743 -1.92045
H -0.79912 1.54156 -1.00025
H 1.59016 3.84313 1.49787
H 1.20374 4.31392 -0.14946
H 3.70233 2.86781 1.00839
H 3.63450 4.40879 0.15172
H 2.77208 1.60243 -1.83910
H 3.78546 3.61618 -2.47240
F -3.68100 0.22280 -0.16561
C -4.20605 -0.86952 0.43183
C -3.92326 -2.11924 -0.08262
C -4.45659 -3.24303 0.53270
C -5.27355 -3.10110 1.64703
C -5.55248 -1.83641 2.14962
C -5.01125 -0.71140 1.54223
H -3.29135 -2.20731 -0.95686
H -4.23584 -4.22868 0.14298
H -5.69299 -3.97787 2.12399
H -6.19235 -1.72575 3.01551
H -5.21051 0.28158 1.92468
```

Computed properties:
gap between HOMO and LUMO: 6.75 eV
HOMO level: -11.01 eV
net charge: +1

Arrangement b

The following is a DFT calculation (ωB97M-V with the def2-TZVPD basis set) of 2 unconnected molecules or ions with the total composition C17H26FNPS.

XYZ file:
```
47
C17H26FNPS (ωB97M-V with the def2-TZVPD basis set)
C -2.31715 -2.38616 -0.63335
C -1.31596 -1.30031 -1.34703
C -0.75663 -1.67742 -2.87710
C -0.86507 0.00217 -0.72116
C -1.43813 0.56759 0.71740
C -0.59122 -0.22121 1.92481
C 0.71887 0.65404 2.37247
C 2.11587 0.23179 1.56801
C 1.01568 0.70122 3.98228
C 0.49201 -0.59852 4.83113
P 1.09858 -2.29067 4.18737
N -0.12292 -3.53735 4.69778
C 0.40656 -4.81454 4.47794
S 1.46530 -6.18613 4.52784
H -3.19083 -2.77114 -1.31736
H -1.70598 -3.32338 -0.22302
H -2.79310 -1.88734 0.33954
H -1.16104 -0.86710 -3.62808
H 0.43354 -1.61240 -2.83733
H -1.03390 -2.78131 -3.19244
H -0.03562 0.58869 -1.33541
H -1.28730 1.72641 0.80471
H -2.59507 0.27948 0.73998
H -0.21739 -1.22874 1.42272
H -1.37571 -0.41982 2.76991
H 0.51239 1.78174 2.03893
H 2.98834 0.79590 2.11410
H 2.29258 -0.92506 1.56449
H 2.02798 0.62323 0.45385
H 0.43894 1.65676 4.40361
H 2.16921 0.95026 4.13533
H -0.69075 -0.52029 4.95071
H 0.93245 -0.47554 5.93383
H 1.15192 -2.37378 2.73577
H 2.35413 -2.71560 4.80989
F 1.72476 2.27310 -2.47964
C 0.90531 2.56576 -3.49820
C 0.45715 1.54596 -4.33055
C -0.40019 1.84949 -5.38810
C -0.79145 3.17246 -5.60824
C -0.33218 4.18973 -4.77029
C 0.51609 3.88430 -3.70625
H 0.77831 0.52546 -4.14920
H -0.76239 1.05832 -6.03988
H -1.45659 3.40937 -6.43591
H -0.63477 5.21922 -4.94607
H 0.87538 4.66138 -3.03978
```

Computed properties:
gap between HOMO and LUMO: 5.46 eV
HOMO level: -10.74 eV
net charge: +1

Name the most stable of them. arrangement a.

Arrangement a

The following is a DFT calculation (ωB97M-V with the def2-TZVPD basis set) of 2 unconnected molecules or ions with the total composition C8H14N2.

XYZ file:
```
24
C8H14N2 (ωB97M-V with the def2-TZVPD basis set)
C -2.92723 -2.34742 -0.84092
C -2.76578 -2.25422 0.65325
C -3.38962 -1.05695 1.20940
C -3.79906 -1.28861 2.58088
N -4.11912 -1.51319 3.64879
H -2.36629 -3.17324 -1.27847
H -2.49237 -1.47967 -1.33690
H -3.99208 -2.44912 -1.05039
H -1.69676 -2.21514 0.86247
H -3.17175 -3.19112 1.03468
H -4.35766 -0.87123 0.74410
H -2.93728 -0.06575 1.24106
C 3.66206 0.98043 0.38789
C 3.45472 1.22126 -1.13123
C 3.05989 2.63455 -1.43867
C 1.87109 3.00632 -0.59893
N 0.97983 3.37918 0.05235
H 4.02298 1.92329 0.79879
H 4.45862 0.23646 0.39849
H 2.84275 0.76566 1.07397
H 2.58945 0.67975 -1.51357
H 4.35859 1.02957 -1.70951
H 2.92040 2.62782 -2.51968
H 3.79462 3.42138 -1.26786
```

Computed properties:
SMILES string: CCCC#N.CCCC#N
gap between HOMO and LUMO: 11.92 eV
HOMO level: -11.38 eV

Arrangement b

The following is a DFT calculation (ωB97M-V with the def2-TZVPD basis set) of 2 unconnected molecules or ions with the total composition C8H14N2.

XYZ file:
```
24
C8H14N2 (ωB97M-V with the def2-TZVPD basis set)
C -23.74994 -32.16161 -24.17349
C -25.26750 -31.81125 -24.22755
C -25.60997 -30.39973 -24.63429
C -25.64030 -29.48532 -23.42271
N -25.61911 -28.82643 -22.46820
H -23.57905 -33.20564 -23.91097
H -23.25040 -31.45870 -23.50679
H -23.30100 -32.05676 -25.16119
H -25.73351 -32.09674 -23.28445
H -25.68643 -32.52426 -24.93763
H -26.55882 -30.44349 -25.16896
H -24.85802 -30.04828 -25.34079
C -24.64087 -35.15078 -17.61650
C -24.72067 -33.93952 -18.59696
C -25.56261 -32.72362 -18.00366
C -25.03811 -32.38753 -16.67593
N -24.58325 -32.02938 -15.65628
H -24.07802 -35.94219 -18.11144
H -25.51442 -35.65758 -17.20644
H -23.97711 -34.93935 -16.77815
H -25.19768 -34.29646 -19.50973
H -23.71488 -33.56014 -18.77740
H -26.58308 -33.02022 -17.76124
H -25.49653 -31.91006 -18.72608
```

Computed properties:
SMILES string: CCCC#N.CCCC#N
gap between HOMO and LUMO: 11.77 eV
HOMO level: -11.26 eV

Name the most stable of them. arrangement b.

Arrangement a

The following is a DFT calculation (ωB97M-V with the def2-TZVPD basis set) of H3N2OP in the gas phase.

XYZ file:
```
7
H3N2OP (ωB97M-V with the def2-TZVPD basis set)
N -0.48497 0.34169 -1.30553
N 0.19782 0.04170 -0.27047
P -0.09186 0.53691 1.31146
O 0.65974 -0.61145 2.24506
H -0.82399 1.22986 -1.62607
H -0.17051 -0.10412 -2.17815
H 0.71376 -1.43459 1.82370
```

Computed properties:
SMILES string: N/N=P/O
gap between HOMO and LUMO: 8.33 eV
HOMO level: -7.91 eV

Arrangement b

The following is a DFT calculation (ωB97M-V with the def2-TZVPD basis set) of H3N2OP in the gas phase.

XYZ file:
```
7
H3N2OP (ωB97M-V with the def2-TZVPD basis set)
N 0.23876 -0.82523 -0.19049
N -0.35559 0.41098 -0.23974
P -1.05761 1.32940 -1.38391
O -1.51486 2.21412 -0.30210
H 1.21282 -0.71440 -0.45583
H 0.06343 -1.16893 0.77226
H -0.69389 1.12743 0.49393
```

Computed properties:
SMILES string: NNP=O
gap between HOMO and LUMO: 9.27 eV
HOMO level: -9.03 eV

Name the most stable of them. arrangement a.